1.
The following is a DFT calculation (ωB97M-V/def2-TZVPD) of a structure of composition C31H48N2O2PPtS at a distorted geometry.

Summary:
Total charge = +1
M = 738.9 g/mol
2S+1 = 1
HOMO energy = -0.3799 Ha

Cartesian coordinates (Å):
Pt  -0.037  -1.350  0.212
O  1.180  -1.359  -1.444
C  0.964  -1.894  -2.631
C  1.750  -1.408  -3.697
C  1.650  -1.923  -4.966
C  0.731  -2.939  -5.245
C  -0.050  -3.422  -4.226
C  0.050  -2.931  -2.913
C  -0.775  -3.497  -1.865
N  -0.760  -3.189  -0.575
C  -1.716  -3.964  0.059
C  -2.307  -4.764  -0.856
N  -1.710  -4.457  -2.057
H  2.452  -0.617  -3.462
H  2.286  -1.540  -5.754
H  0.637  -3.338  -6.245
H  -0.755  -4.212  -4.460
H  -1.885  -3.901  1.120
H  -3.086  -5.499  -0.764
H  -1.931  -4.877  -2.943
O  0.916  -1.823  2.337
S  2.269  -2.338  1.831
C  3.502  -1.640  2.981
C  4.173  -2.805  3.703
C  3.093  -3.868  3.877
C  2.467  -4.016  2.497
H  2.911  -1.011  3.649
H  4.192  -1.019  2.412
H  4.598  -2.485  4.654
H  4.985  -3.204  3.092
H  2.341  -3.534  4.595
H  3.504  -4.813  4.230
H  1.484  -4.483  2.482
H  3.133  -4.536  1.805
C  -2.407  2.972  3.619
C  -1.085  2.267  3.918
C  -0.311  1.970  2.618
C  -1.268  1.795  1.422
C  -2.541  1.089  1.912
C  -3.337  2.043  2.819
P  -0.461  0.889  0.063
C  -1.423  1.116  -1.495
C  -2.009  2.536  -1.705
C  -3.524  2.553  -1.517
C  -4.211  1.666  -2.564
C  -3.404  0.384  -2.854
C  -2.500  0.025  -1.678
C  1.146  1.699  -0.347
C  2.293  1.302  0.591
C  3.643  1.652  -0.056
C  3.562  2.946  -0.889
C  2.476  3.869  -0.344
C  1.087  3.232  -0.519
H  -2.208  3.889  3.057
H  -2.891  3.275  4.547
H  -1.298  1.336  4.450
H  -0.467  2.878  4.576
H  0.276  1.055  2.750
H  0.389  2.783  2.413
H  -1.548  2.770  1.013
H  -2.249  0.188  2.461
H  -3.170  0.762  1.085
H  -3.951  1.457  3.504
H  -4.017  2.643  2.210
H  -0.663  0.931  -2.262
H  -1.781  2.860  -2.724
H  -1.542  3.263  -1.042
H  -3.893  3.575  -1.601
H  -3.772  2.211  -0.507
H  -4.331  2.231  -3.490
H  -5.213  1.407  -2.216
H  -2.777  0.522  -3.740
H  -4.079  -0.445  -3.071
H  -2.009  -0.934  -1.854
H  -3.107  -0.091  -0.777
H  1.375  1.233  -1.312
H  2.246  0.231  0.790
H  2.195  1.814  1.550
H  3.966  0.826  -0.694
H  4.393  1.769  0.729
H  3.338  2.709  -1.934
H  4.526  3.455  -0.880
H  2.501  4.830  -0.858
H  2.672  4.067  0.714
H  0.709  3.469  -1.516
H  0.397  3.682  0.201

***

2.
The following is a DFT calculation (ωB97M-V/def2-TZVPD) of a structure of composition C31H49AlBN2O2P2S.

Summary:
Total charge = +1
M = 613.6 g/mol
Relative energy (zero: lowest compared OMol25 entry of this formula, charge and spin) = 1.9 kcal/mol
2S+1 = 1
HOMO energy = -0.3935 Ha

Cartesian coordinates (Å):
Al  0.493  1.185  0.207
C  4.135  -0.932  0.739
C  2.748  -1.488  1.074
C  2.875  -2.724  1.973
C  2.076  -1.932  -0.234
P  1.733  -0.133  1.876
C  0.213  -0.973  2.507
N  -0.665  -1.206  1.379
B  -0.894  -0.354  0.242
N  -1.780  -1.061  -0.615
C  -2.321  -0.699  -1.919
P  -1.162  -1.036  -3.353
C  -2.418  -1.402  -4.713
C  -3.146  -2.689  -4.287
C  -3.451  -0.305  -4.968
C  -1.676  -1.750  -6.012
C  -0.392  0.684  -3.672
C  0.913  0.695  -2.866
C  0.026  0.859  -5.136
C  -1.236  1.893  -3.267
C  -2.035  -2.310  -0.040
C  -2.794  -3.379  -0.496
C  -2.876  -4.512  0.299
C  -2.223  -4.585  1.527
C  -1.462  -3.524  1.992
C  -1.368  -2.395  1.192
C  2.572  0.712  3.300
C  3.533  1.762  2.727
C  1.471  1.430  4.095
C  3.316  -0.241  4.237
H  4.676  -1.685  0.163
H  4.077  -0.028  0.128
H  4.724  -0.714  1.627
H  3.509  -3.450  1.461
H  3.330  -2.511  2.938
H  1.910  -3.205  2.134
H  2.706  -2.698  -0.690
H  1.088  -2.364  -0.082
H  1.993  -1.123  -0.962
H  0.480  -1.913  2.988
H  -0.258  -0.342  3.263
H  -3.213  -1.297  -2.084
H  -2.664  0.332  -1.889
H  -3.825  -2.542  -3.449
H  -3.757  -3.036  -5.123
H  -2.443  -3.484  -4.032
H  -4.035  -0.079  -4.073
H  -2.995  0.620  -5.318
H  -4.153  -0.634  -5.739
H  -0.844  -2.431  -5.828
H  -2.370  -2.252  -6.690
H  -1.297  -0.876  -6.532
H  1.630  -0.033  -3.249
H  1.373  1.687  -2.869
H  0.734  0.374  -1.825
H  0.595  0.005  -5.505
H  -0.829  1.019  -5.790
H  0.664  1.744  -5.213
H  -1.429  1.935  -2.193
H  -0.706  2.812  -3.528
H  -2.198  1.905  -3.779
H  -3.303  -3.348  -1.448
H  -3.462  -5.354  -0.042
H  -2.314  -5.479  2.129
H  -0.973  -3.580  2.955
H  3.014  2.460  2.068
H  3.957  2.333  3.556
H  4.358  1.321  2.174
H  0.797  2.002  3.453
H  0.883  0.736  4.694
H  1.941  2.135  4.783
H  4.182  -0.703  3.765
H  3.678  0.335  5.091
H  2.664  -1.026  4.623
O  -2.240  4.787  5.486
C  -0.929  4.656  5.211
O  -0.105  4.744  6.075
C  -0.554  4.370  3.786
C  0.683  4.838  3.339
C  1.135  4.523  2.075
C  0.360  3.720  1.235
S  0.989  3.232  -0.370
C  -0.889  3.277  1.669
C  -1.341  3.600  2.946
H  -2.762  4.857  4.676
H  1.285  5.434  4.011
H  2.096  4.881  1.732
H  -1.528  2.706  1.003
H  -2.300  3.217  3.274